# 1
Here is C23H28F9O3Pr as an isolated structure at a distorted geometry from the OMol25 dataset. Energies are from the ωB97M-V functional and the def2-TZVPD basis.

Output
Net charge = 0
HOMO-LUMO gap (alpha / beta) = 6.60 / 6.68 eV
2S+1 = 3

Structure (XYZ):
```
64
Properties=species:S:1:pos:R:3:lowdin_spin:R:1
O -0.33919 1.18237 -4.05556 0.00
C 0.78138 1.95353 -4.55734 0.00
C -0.14954 3.20358 -4.69413 0.00
H 1.27320 1.63578 -5.52867 0.00
H 1.54219 2.10882 -3.75073 0.00
C -1.30275 2.29229 -4.05680 0.00
H -0.03573 3.59540 -5.71569 0.00
H 0.11787 4.11302 -4.09601 0.00
C -2.50065 1.67166 -4.81976 0.00
H -2.22632 1.32233 -5.81074 0.00
H -3.38080 2.36430 -4.88710 0.00
H -2.78236 0.70907 -4.30291 0.00
C -1.71887 2.66667 -2.59945 0.00
H -0.91792 2.89264 -1.86969 0.00
H -2.28752 1.86893 -2.10946 0.00
H -2.36399 3.56414 -2.38444 0.00
Pr 0.89241 -1.46330 -1.41592 2.06
C 1.45039 0.69156 0.61144 0.00
C 2.63548 -0.07083 0.44899 -0.01
C 3.22248 0.27332 -0.79428 0.00
H 3.09240 -0.69212 1.20287 0.00
C 2.40704 1.26252 -1.39970 0.00
C 1.30542 1.52320 -0.52479 -0.01
H 0.57135 2.33329 -0.62822 0.00
H 0.80917 0.71430 1.50640 0.00
H 4.19163 -0.06103 -1.14745 0.00
H 2.65691 1.85577 -2.27793 0.00
C -1.15298 -1.13390 0.54846 -0.01
C -1.66586 0.10316 0.08652 -0.01
C -2.59530 -0.19210 -0.95669 -0.01
H -1.42446 1.07983 0.50640 0.00
C -2.42068 -1.56024 -1.32762 0.00
C -1.58484 -2.16021 -0.33364 0.00
H -1.43404 -3.21804 -0.13888 0.00
H -0.65356 -1.29192 1.49617 0.00
H -3.41046 0.46707 -1.31284 0.00
H -2.90838 -2.04399 -2.17480 0.00
O 0.06992 -1.74315 -4.65641 0.00
C -0.09371 -1.42124 -6.15357 0.00
C 0.76964 -2.42433 -7.03489 0.00
H 0.23762 -0.37508 -6.40629 0.00
H -1.16804 -1.41852 -6.50394 0.00
C 1.54481 -3.26714 -6.01793 0.00
H 1.39393 -1.79278 -7.69648 0.00
H 0.13302 -2.98980 -7.73859 0.00
C 1.14559 -2.75521 -4.64396 0.00
H 2.62967 -3.14341 -6.19870 0.00
H 1.38985 -4.35457 -6.10778 0.00
H 1.96474 -2.24259 -4.10525 0.00
H 0.92331 -3.57328 -3.91968 0.00
F 2.61185 -4.57804 -0.02185 0.00
C 2.88328 -3.88350 1.13198 0.00
F 3.43173 -4.70322 2.05666 0.00
F 3.81389 -2.94957 0.76369 0.00
C 1.56636 -3.16524 1.60462 0.00
O 1.23565 -2.32646 0.55414 -0.01
C 0.40414 -4.20320 1.83785 0.00
F 0.82617 -5.27586 2.55557 0.00
F -0.65907 -3.59702 2.45687 0.00
F -0.08684 -4.66710 0.65033 0.00
C 1.78502 -2.40505 2.97845 0.00
F 1.78360 -3.26746 4.03016 0.00
F 2.94921 -1.70373 3.01170 0.00
F 0.80428 -1.47656 3.17478 0.00
```

# 2
Here is one molecule with the formula C6H10S at a distorted geometry from the OMol25 dataset. Energies are from the ωB97M-V functional and the def2-TZVPD basis.

Output
Net charge = 0
Relative energy (zero: lowest compared OMol25 entry of this formula, charge and spin) = 484.1 kJ/mol
SMILES string = C[C@H]1C[C@@H]2[C@@H](S)[C@@H]21
HOMO-LUMO gap = 9.90 eV

Structure (XYZ):
```
17
Properties=species:S:1:pos:R:3:mulliken_charge:R:1
C -0.74221 -0.25182 -0.51006 -0.74
C -1.99179 0.06633 0.45478 -0.49
C 0.55445 0.08416 1.22240 -0.95
C 0.58932 -0.89242 -0.03090 0.36
C -0.65647 0.85169 0.49232 0.02
C 1.65015 -0.41188 -1.01075 -1.31
S -3.16613 0.82457 -0.60827 -0.28
H -0.94948 -0.01041 -1.52965 0.33
H -2.63965 -0.10944 1.27850 0.46
H -0.09791 -0.16241 2.01120 0.30
H 1.57163 0.28252 1.66385 0.37
H 0.35961 -1.88940 0.25588 0.46
H -0.31000 1.85021 0.31146 0.37
H 1.85163 -1.05177 -1.87877 0.25
H 2.53331 -0.17934 -0.63469 0.45
H 1.12095 0.56919 -1.28825 0.29
H -3.46175 -0.24490 -1.28477 0.11
```

# 3
Here is H11O7Tl as an isolated structure at a distorted geometry from the OMol25 dataset. Energies are from the ωB97M-V functional and the def2-TZVPD basis.

Output
Net charge = 0
Relative energy (zero: lowest compared OMol25 entry of this formula, charge and spin) = 95.7 kJ/mol
HOMO-LUMO gap = 7.21 eV

Structure (XYZ):
```
19
Properties=species:S:1:pos:R:3:mulliken_charge:R:1
Tl -0.06489 -0.37674 0.13337 2.00
O -1.61489 -0.66774 1.47137 -0.86
H -1.95489 -0.22074 2.28237 0.16
O 1.47111 -1.43974 0.96737 -0.81
H 2.38111 -1.35374 1.38237 0.18
O -0.90189 -2.33174 -0.34863 -1.00
H -0.40989 -3.15274 -0.62763 0.23
O 1.59611 0.82826 -0.81163 -0.58
H 2.35811 1.20026 -0.33363 0.28
H 1.89811 0.70426 -1.75463 0.29
O -1.46089 1.27426 -0.48663 -0.58
H -1.06989 2.13426 -0.68663 0.32
H -2.22289 1.53326 0.06837 0.33
O 0.47611 1.10826 1.70937 -0.56
H -0.23089 1.28926 2.34637 0.29
H 0.93511 1.97126 1.81237 0.29
O -0.06889 -0.71474 -2.21463 -0.62
H -0.50489 -1.51574 -2.02063 0.32
H -0.61089 -0.26974 -2.88863 0.31
```